<P>
The following is a quantum chemistry calculation of 2 unconnected molecules or ions with the total composition C2H3N2O2, from the OMol25 dataset.

Element x y z (Å)
C: 0.915 0.397 0.105
C: -2.147 -0.004 -0.279
N: 2.093 -0.021 -0.260
N: -0.081 -0.312 0.521
O: -2.765 -0.924 -0.078
O: 3.181 -0.286 0.071
H: 0.734 1.426 -0.222
H: -2.003 1.003 -0.628
H: 0.074 -1.280 0.770

Computed properties:
net charge = +1
molecular weight = 87.06 g mol⁻¹
spin multiplicity = 1
orbital gap (spin up / spin down) = 8.233 / 8.235 eV
LUMO energy (spin up / spin down) = -5.9 / -5.9 eV


<Q>
The following is a quantum chemistry calculation of a molecular structure, C2H3N2O2, from the OMol25 dataset.

Element x y z (Å)
C: 1.339 0.052 -0.037
C: -0.686 -1.025 0.018
N: 2.356 0.629 0.016
N: -0.075 0.071 -0.061
O: -0.991 -2.090 0.106
O: 3.462 0.939 0.128
H: -2.390 0.437 0.138
H: -2.703 -0.077 -0.363
H: -0.310 1.064 0.055

Computed properties:
net charge = +1
molecular weight = 87.06 g mol⁻¹
spin multiplicity = 1
orbital gap = 8.807 eV
LUMO energy = -6.3 eV


<P> ends up most stable, edging out the next structure by 25.7 kcal/mol.


<P>
The following is a quantum chemistry calculation of C4H3FO in the gas phase, from the OMol25 dataset.

Element x y z (Å)
C: 1.640 1.333 -1.286
C: -0.018 0.431 0.279
C: 0.732 0.356 -1.113
C: 0.271 -0.226 1.428
O: 0.257 -0.672 -1.625
F: -1.154 0.974 0.054
H: 2.023 2.318 -1.044
H: -0.387 -0.309 2.258
H: 1.188 -0.731 1.628

Computed properties:
molecular weight = 86.06 g mol⁻¹
spin multiplicity = 1
orbital gap (spin up / spin down) = 7.328 / 7.169 eV
LUMO energy (spin up / spin down) = -2.1 / -2.2 eV


<Q>
The following is a quantum chemistry calculation of C4H3FO in the gas phase, from the OMol25 dataset.

Element x y z (Å)
F: -0.454 2.244 -0.088
C: -0.123 0.984 -0.090
C: -0.921 -0.096 0.523
C: -0.216 -1.223 0.103
O: 0.955 -0.938 -0.499
C: 1.009 0.409 -0.608
H: -1.760 -0.021 1.160
H: -0.375 -2.239 0.437
H: 1.885 0.880 -0.937

Computed properties:
molecular weight = 86.07 g mol⁻¹
spin multiplicity = 1
orbital gap = 9.987 eV
LUMO energy = 1.0 eV
SMILES = Fc1ccoc1


<Q> ends up most stable, edging out the next structure by 107.2 kcal/mol.


<P>
The following is a quantum chemistry calculation of a gas-phase ion, C2H3O2S2 (charge -1), from the OMol25 dataset.

Element x y z (Å)
C: -0.071 -0.245 -0.308
C: 0.599 0.365 0.607
S: 2.340 0.676 0.235
O: 2.570 0.860 -1.181
O: 2.715 1.804 1.086
S: 3.189 -1.078 0.804
H: -1.028 -0.533 -0.033
H: 0.531 -0.577 -1.258
H: 0.397 0.808 1.633

Computed properties:
net charge = -1
molecular weight = 123.18 g mol⁻¹
spin multiplicity = 1
orbital gap = 7.642 eV
LUMO energy = 3.9 eV
SMILES = C=CS(=O)(=O)[S-]


<Q>
The following is a quantum chemistry calculation of a molecular structure, C2H3O2S2, from the OMol25 dataset.

Element x y z (Å)
C: 2.704 1.190 0.773
C: -2.039 -0.776 -0.591
O: 2.738 1.663 1.843
O: 3.227 1.157 -0.295
S: 1.406 0.007 -0.050
S: -1.128 -1.083 0.944
H: -3.125 -1.279 -0.349
H: -1.480 -1.208 -1.452
H: -2.304 0.329 -0.823

Computed properties:
net charge = -1
molecular weight = 123.18 g mol⁻¹
spin multiplicity = 1
orbital gap (spin up / spin down) = 7.073 / 7.083 eV
LUMO energy (spin up / spin down) = 2.9 / 2.9 eV


<R>
The following is a quantum chemistry calculation of a molecular structure, C2H3O2S2, from the OMol25 dataset.

Element x y z (Å)
C: -1.078 0.764 -2.797
C: -0.841 -1.074 0.778
O: -1.480 -0.306 -2.607
O: -1.133 1.826 -3.254
S: 0.576 0.861 -1.003
S: -1.557 -0.235 2.001
H: -0.237 1.911 -0.861
H: -1.530 -1.092 -0.061
H: 0.228 -1.351 0.633

Computed properties:
net charge = -1
molecular weight = 123.18 g mol⁻¹
spin multiplicity = 1
orbital gap = 7.050 eV
LUMO energy = 3.4 eV


<R> ends up most stable, edging out the next structure by 8.8 kcal/mol.


<P>
The following is a quantum chemistry calculation of 20 unconnected molecules or ions with the total composition H41O20, from the OMol25 dataset.

Element x y z (Å)
O: -1.671 -2.241 2.759
H: -0.457 -3.634 -0.118
O: -2.531 3.493 -3.169
H: -2.768 4.082 -2.521
H: -3.574 -0.735 0.219
O: 0.326 -5.017 0.174
H: -0.616 -5.189 0.368
H: 0.454 -5.607 -0.585
O: -2.888 2.053 3.263
H: -2.812 2.401 2.445
H: 2.547 0.889 4.824
O: -0.472 2.547 -1.629
H: 0.718 1.391 1.542
H: -3.308 2.791 3.717
O: 0.147 0.661 1.320
H: 0.995 3.946 -0.397
H: 0.065 2.719 -2.336
O: -3.884 0.078 -2.659
H: -1.766 -2.399 0.285
H: 2.198 4.879 -0.072
O: 4.314 -0.575 -1.682
H: 4.172 -0.787 -2.561
H: 5.215 -0.499 -1.463
O: -2.396 2.013 0.219
H: -1.473 2.173 0.269
H: -1.397 2.586 -1.967
O: 1.017 -1.648 -4.782
H: 1.683 -2.458 -5.052
H: 0.293 -2.270 -4.455
O: 3.748 2.195 -0.067
H: 4.291 2.360 -0.852
H: -3.039 0.371 -2.981
O: 2.037 2.442 2.279
H: 2.057 2.517 3.243
H: 2.976 2.232 1.843
O: 1.810 -3.723 -1.915
H: 2.242 -3.234 -2.637
H: 2.623 -3.962 -1.590
O: -1.045 0.207 4.344
H: -1.977 4.181 -3.763
H: -1.994 -0.259 4.313
O: -1.121 -3.107 0.441
H: 3.005 2.719 -0.594
H: -2.207 -3.064 3.048
O: 3.146 0.489 4.252
H: 0.759 -0.824 0.782
H: 2.828 0.562 3.445
O: 1.128 -1.770 0.673
H: 1.854 -1.566 0.017
H: -1.309 1.078 4.302
O: 1.668 4.509 -0.803
H: -1.141 -1.992 3.638
H: -4.162 -0.422 -3.479
O: -2.732 -1.216 -0.036
H: -0.401 -2.635 0.994
H: -2.451 -0.840 -0.883
O: -0.859 -1.599 -1.931
H: -0.508 -0.919 -1.251
H: -0.271 -1.861 -2.627
H: -0.512 0.480 1.851
H: -2.577 1.010 -0.011

Computed properties:
net charge = +1
molecular weight = 361.31 g mol⁻¹
spin multiplicity = 1
orbital gap = 10.927 eV
LUMO energy = -2.6 eV


<Q>
The following is a quantum chemistry calculation of a molecular structure, H41O20, from the OMol25 dataset.

Element x y z (Å)
O: -1.791 -0.627 -0.325
H: -2.874 -0.963 -0.946
O: -1.080 -4.386 0.431
H: -1.819 -4.328 -0.134
H: -0.592 -5.095 0.004
O: -1.396 1.076 1.329
H: -1.299 0.359 2.020
H: -0.783 1.805 1.074
O: 1.827 0.572 -3.274
H: 1.427 -0.335 -3.420
H: 2.554 0.715 -3.854
O: 1.863 -0.068 0.777
H: 0.795 -1.179 -2.052
H: 1.679 -0.714 1.409
O: 0.292 -2.007 -1.869
H: -1.045 -2.689 -3.099
H: 0.131 -2.261 -0.966
O: -1.956 -2.694 -3.421
H: -1.655 -2.258 -4.189
H: 2.542 2.628 2.189
O: 2.601 -4.627 2.319
H: 3.029 -4.136 1.654
H: 1.990 -4.026 2.760
O: 0.567 2.624 1.496
H: 1.191 2.546 0.641
H: 2.344 -0.592 0.174
O: -2.589 3.010 -0.523
H: -1.802 3.479 -0.393
H: -3.305 3.661 -0.403
O: -3.111 -2.253 -1.348
H: -3.941 -2.665 -1.491
H: -1.874 0.265 0.433
O: 0.773 -2.799 5.138
H: 1.063 -2.412 4.366
H: -0.168 -2.810 4.964
O: 4.519 -1.143 2.364
H: 3.976 -0.343 2.533
H: 4.811 -1.130 1.404
O: 0.236 -0.543 -4.731
H: 0.155 0.429 -4.989
H: 0.683 -1.093 -5.397
O: -0.027 5.084 0.728
H: -2.452 -2.341 -2.178
H: 0.060 5.947 1.207
O: -4.020 2.005 2.314
H: -3.135 1.972 1.876
H: -4.391 2.764 2.216
O: -0.791 1.254 -2.189
H: 0.185 1.529 -1.953
H: -1.348 1.800 -2.759
O: 2.642 2.891 3.083
H: -0.320 4.982 -0.192
H: 2.407 2.157 3.687
O: -1.126 -1.545 1.833
H: -0.339 -1.235 1.477
H: -1.493 -2.270 1.387
O: 1.934 2.757 -1.163
H: 2.729 2.138 -1.181
H: 2.409 3.526 -1.220
H: -1.322 -0.017 -1.018
H: 0.432 3.608 1.391

Computed properties:
net charge = +1
molecular weight = 361.31 g mol⁻¹
spin multiplicity = 1
orbital gap = 9.896 eV
LUMO energy = -3.1 eV


<P> ends up most stable, edging out the next structure by 16.8 kcal/mol.


<P>
The following is a quantum chemistry calculation of 2 unconnected molecules or ions with the total composition C3H11BN, from the OMol25 dataset.

Element x y z (Å)
B: -2.802 -1.024 -0.225
C: 0.331 1.359 0.556
C: 2.652 0.873 0.283
C: -1.513 -1.462 -1.039
N: 1.347 0.729 0.946
H: -3.133 0.111 0.092
H: -3.376 -1.850 0.319
H: -0.588 1.345 1.140
H: -0.772 -0.642 -1.243
H: 0.417 1.916 -0.301
H: 2.745 0.242 -0.594
H: 2.759 1.872 -0.111
H: 3.355 0.660 1.040
H: -1.077 -2.363 -0.599
H: -1.765 -1.892 -2.042
H: 1.421 0.128 1.779

Computed properties:
net charge = +1
molecular weight = 71.94 g mol⁻¹
spin multiplicity = 1
orbital gap = 9.095 eV
LUMO energy = -5.4 eV


<Q>
The following is a quantum chemistry calculation of a gas-phase ion, C3H11BN (charge +1), from the OMol25 dataset.

Element x y z (Å)
B: 1.397 0.660 -1.758
C: 0.146 0.839 -0.635
N: -0.444 -0.349 -0.061
C: 0.614 -0.988 0.782
C: -1.441 0.187 0.957
H: 1.812 -0.466 -1.747
H: 1.916 1.404 -2.440
H: -0.561 1.416 -1.104
H: 0.891 1.360 0.043
H: -0.703 -1.085 -0.775
H: 0.155 -1.771 1.306
H: 1.242 -1.463 0.124
H: 1.097 -0.347 1.467
H: -2.222 0.510 0.384
H: -1.813 -0.477 1.782
H: -1.144 1.107 1.362

Computed properties:
net charge = +1
molecular weight = 71.94 g mol⁻¹
spin multiplicity = 1
orbital gap = 11.392 eV
LUMO energy = -4.1 eV
SMILES = BC[NH+](C)C


<P> ends up most stable, edging out the next structure by 7.1 kcal/mol.


<P>
The following is a quantum chemistry calculation of 2 unconnected molecules or ions with the total composition C2H6N2O2S, from the OMol25 dataset.

Element x y z (Å)
C: 0.403 -0.475 0.276
C: -1.280 1.092 0.937
N: 0.073 -1.583 -0.123
N: -2.313 0.489 0.189
O: 1.792 1.131 -0.942
O: 2.945 -0.935 -0.502
S: 2.101 0.373 0.270
H: -0.991 1.978 0.431
H: -1.168 0.845 1.955
H: 0.574 -2.337 -0.592
H: 2.708 -0.802 -1.486
H: -2.731 -0.373 0.421
H: -2.114 0.598 -0.834

Computed properties:
molecular weight = 122.15 g mol⁻¹
spin multiplicity = 1
orbital gap (spin up / spin down) = 7.639 / 7.643 eV
LUMO energy (spin up / spin down) = 0.4 / 0.4 eV


<Q>
The following is a quantum chemistry calculation of C2H6N2O2S in the gas phase, from the OMol25 dataset.

Element x y z (Å)
C: -1.295 0.175 1.110
C: -1.481 -1.255 0.986
N: -0.030 0.703 0.855
N: 1.192 0.755 -1.952
O: 2.442 0.464 0.221
O: -1.810 -0.475 -0.065
S: 1.311 -0.114 -0.528
H: -0.672 -1.931 0.919
H: -2.249 -1.807 1.422
H: -0.147 1.536 0.182
H: 0.407 0.864 1.771
H: 2.024 0.574 -2.512
H: 0.310 0.513 -2.409

Computed properties:
molecular weight = 122.15 g mol⁻¹
spin multiplicity = 1
orbital gap (spin up / spin down) = 6.786 / 7.971 eV
LUMO energy (spin up / spin down) = -0.2 / 0.2 eV


<P> ends up most stable, edging out the next structure by 24.3 kcal/mol.


<P>
The following is a quantum chemistry calculation of a gas-phase ion, C3H7N2OS (charge +1), from the OMol25 dataset.

Element x y z (Å)
N: 0.360 -1.042 -0.060
C: -0.606 -0.935 -1.076
O: -1.283 0.362 -1.019
C: -0.823 1.205 -0.192
S: -1.250 2.980 -0.618
C: 0.103 1.036 0.717
N: 0.806 1.235 1.759
H: 1.328 -1.356 -0.277
H: 0.091 -1.391 0.798
H: -0.085 -0.974 -1.994
H: -1.295 -1.705 -1.124
H: -1.163 2.837 -1.900
H: 0.383 1.109 2.671
H: 1.828 1.141 1.666

Computed properties:
net charge = +1
molecular weight = 119.17 g mol⁻¹
spin multiplicity = 1
orbital gap = 9.111 eV
LUMO energy = -4.2 eV
SMILES = NCOC(S)=C=[NH2+]


<Q>
The following is a quantum chemistry calculation of a molecular structure, C3H7N2OS, from the OMol25 dataset.

Element x y z (Å)
C: -1.401 -0.034 -0.535
C: -0.597 -1.552 0.746
C: 0.205 0.000 -0.648
N: -1.704 -0.966 0.239
N: 0.656 1.540 0.412
O: 0.548 -1.062 0.073
S: 0.955 0.270 -2.124
H: -2.103 0.680 -0.937
H: -0.448 -1.437 1.837
H: -0.741 -2.686 0.675
H: 0.084 1.462 1.221
H: 0.702 2.542 0.138
H: 1.629 1.317 0.755
H: 2.215 -0.073 -1.852

Computed properties:
net charge = +1
molecular weight = 119.17 g mol⁻¹
spin multiplicity = 1
orbital gap = 10.338 eV
LUMO energy = -4.3 eV


<Q> ends up most stable, edging out the next structure by 16.0 kcal/mol.